10
Properties=species:S:1:pos:R:3 method="wB97M-V/def2-TZVPD" max_force_ha_per_bohr=0.0961 spin_multiplicity=1 total_energy_ev=-24864.147 homo_lumo_gap_ev=3.361 mol_weight_g_mol=125.10 de_lowest_kj_mol=143.56 charge=-2 e_lumo_ha=0.17981 homo_ha=0.056
Si 0.158 1.003 -0.052
N 1.548 1.620 -0.723
O -0.691 2.103 -2.957
O 0.212 -0.330 -3.299
H -0.853 1.909 0.613
H 0.579 -0.154 0.617
O -1.104 0.230 -1.113
P -0.352 0.790 -2.408
H 1.581 2.580 -1.061
H -1.078 -9.752 10.383

---

8
Properties=species:S:1:pos:R:3 method="wB97M-V/def2-TZVPD" max_force_ha_per_bohr=0.0964 spin_multiplicity=1 total_energy_ev=-22177.156 homo_lumo_gap_ev=6.575 mol_weight_g_mol=95.99 de_lowest_kj_mol=395.06 charge=-1 e_lumo_ha=0.15332 homo_ha=-0.088
H -4.373 -1.065 0.137
N -2.488 -0.210 0.273
H 2.355 -0.104 0.647
P -3.932 0.341 -0.053
H 2.413 1.930 0.668
P 2.115 0.822 -0.245
H 0.714 0.903 -0.045
O -1.335 0.455 0.298

---

8
Properties=species:S:1:pos:R:3 method="wB97M-V/def2-TZVPD" max_force_ha_per_bohr=0.0686 spin_multiplicity=1 smiles="[H]/N=P/O.S" total_energy_ev=-23725.910 homo_lumo_gap_ev=9.520 mol_weight_g_mol=97.08 de_lowest_kj_mol=160.80 charge=0 e_lumo_ha=-0.00413 homo_ha=-0.354
O -0.526 -0.542 1.394
P 0.907 0.160 1.193
H -1.180 -1.373 -2.733
H 2.040 0.903 -0.470
N 1.152 0.310 -0.396
H -0.470 -0.486 -0.957
S -1.166 -1.467 -1.377
H -0.855 -1.192 0.777